C4H13N2 | ωB97M-V/def2-TZVPD

Last column: Löwdin charge in e.
Atoms and positions in Å:
N (0.09290, -1.31484, 2.09055)  0.011
N (-0.58195, 0.92015, -0.86822)  0.026
C (0.33324, 1.68191, -1.82059)  0.025
C (0.75218, -1.12974, -0.68643)  -0.023
C (0.18059, 0.09400, 0.10355)  -0.338
C (-0.68710, -0.35067, 1.27802)  -0.236
H (1.51050, -1.54978, -0.02790)  0.090
H (-0.05002, -1.80280, -1.01295)  0.102
H (1.24421, -0.79568, -1.59052)  0.064
H (-0.50923, -1.87856, 2.68705)  0.086
H (0.43566, 2.70055, -1.43900)  0.107
H (-1.16357, 0.35512, -1.49523)  0.178
H (-0.26937, 1.85581, -2.72967)  0.114
H (1.03045, 0.67959, 0.54744)  0.173
H (1.28989, 1.20002, -2.00142)  0.099
H (-1.56592, -0.82567, 0.83952)  0.123
H (0.55346, -0.78165, 2.83570)  0.088
H (-1.29957, 1.50068, -0.41810)  0.187
H (-0.98210, 0.45286, 1.97323)  0.125

Forces on atoms 1 to 3 (eV/Å):
-0.1 0.4 0.7
0.0 0.4 -0.9
-1.6 1.6 -0.2

## Properties
- net charge = +1
- energy relative to the best compared isomer or geometry (same formula, charge and spin) (eV) = 1.402
- SMILES string = C[NH2+][C@H](C)CN
- E_HOMO (eV) = -13.61

C4H4AgO5 | ωB97M-V/def2-TZVPD

Last column: Löwdin charge in e.
Atoms and positions in Å:
Ag (-4.04862, -1.14725, -0.87577)  0.737
O (-1.68516, 0.90485, 1.14608)  -0.093
O (-2.26295, 0.41823, -1.42350)  -0.158
O (-1.02993, -1.35619, -1.16778)  -0.070
O (0.32511, 1.39518, 0.11027)  -0.052
O (0.06288, -0.58347, 1.15432)  -0.064
C (1.42586, -0.49652, 0.81870)  -0.203
C (-1.24886, -0.14559, -0.90811)  -0.620
C (-0.70247, 0.43493, 0.44922)  -0.700
C (1.49678, 0.67337, -0.17222)  -0.206
H (2.01166, -0.28861, 1.72854)  0.104
H (1.77737, -1.43967, 0.37357)  0.107
H (2.36915, 1.32080, -0.01823)  0.107
H (1.50917, 0.30995, -1.21510)  0.111

Forces on atoms 1 to 3 (eV/Å):
1.9 1.0 -0.4
1.1 -0.7 -0.7
-1.3 0.9 -0.3

## Properties
- net charge = -1
- energy relative to the best compared isomer or geometry (same formula, charge and spin) (eV) = 2.063
- E_HOMO (alpha / beta) (eV) = -3.18 / -3.18

C9H15ClFNO3P | ωB97M-V/def2-TZVPD

Last column: Löwdin charge in e.
Atoms and positions in Å:
Cl (3.49483, -1.43885, 1.97090)  -0.390
P (0.14867, 1.85886, -1.61895)  0.781
F (1.32040, -0.96432, -2.04760)  -0.083
O (0.87780, 2.26644, 2.61895)  0.096
O (-3.64053, -0.78744, -0.04111)  -0.077
O (-1.06826, 2.70119, -1.83283)  -0.467
N (-0.43204, 1.49392, 0.89718)  0.095
C (-1.40461, -0.14633, -0.84775)  -0.108
C (-2.28168, -0.74881, 0.24816)  -0.339
C (1.60759, -1.24717, -0.68460)  -0.349
C (-0.21620, 0.61787, -0.25529)  -0.472
C (1.00126, -0.19423, 0.23107)  -0.265
C (1.86450, 0.89711, 0.84222)  -0.141
C (-3.14880, 0.21871, 0.95280)  -0.036
C (0.79208, 1.66387, 1.58997)  -0.457
C (1.08558, -2.63302, -0.35672)  -0.052
H (-3.74752, -0.06539, 1.80463)  0.108
H (1.19744, 2.70458, -1.22267)  0.024
H (1.40144, -2.83071, 0.66799)  0.046
H (2.69831, 0.55919, 1.48308)  -0.013
H (1.50586, -3.38170, -1.02308)  0.081
H (-1.85108, -1.55115, 0.84424)  0.143
H (-0.96186, 2.33401, 0.69511)  0.127
H (-0.00544, -2.63574, -0.36774)  0.063
H (-3.25980, 1.17768, 0.46408)  0.108
H (2.68869, -1.28902, -0.57601)  0.091
H (2.32454, 1.52092, 0.07191)  0.102
H (0.48204, 1.15962, -2.79317)  0.020
H (-2.07773, 0.48176, -1.42728)  0.111
H (0.64223, -0.73466, 1.11429)  0.141
H (-1.03769, -1.00719, -1.40178)  0.112

Forces on atoms 1 to 3 (eV/Å):
0.3 -0.6 0.2
-1.1 0.1 -0.2
0.0 0.2 0.0

## Properties
- net charge = -1
- E_HOMO (eV) = -4.69

C8H13NO4S | ωB97M-V/def2-TZVPD

Last column: Löwdin charge in e.
Atoms and positions in Å:
S (-3.21052, -0.09135, -0.11837)  0.525
O (-2.64166, -0.95200, -1.12181)  -0.289
O (-3.01969, 1.32899, -0.45972)  -0.325
O (-4.45801, -0.56180, 0.36994)  -0.261
O (-2.02084, -0.22365, 1.25300)  -0.161
N (0.73296, -0.64361, -0.90567)  -0.054
C (1.16127, 1.71995, -0.70535)  -0.070
C (1.74945, 0.31400, -0.46818)  -0.246
C (1.75496, -0.04088, 1.02017)  -0.112
C (-0.82952, -0.56057, 0.80814)  -0.401
C (-0.42183, 1.43101, -0.72195)  -0.066
C (0.36001, 0.17303, 1.61049)  -0.068
C (-0.38262, -0.06442, -0.50934)  -0.166
C (0.86724, -2.10799, -1.13996)  0.057
H (-0.81624, -1.72474, 0.98838)  0.198
H (1.63923, -2.16707, -1.83816)  0.077
H (-0.91873, 2.04605, 0.08657)  0.143
H (0.17358, 1.18334, 1.74127)  0.084
H (1.84654, -1.03405, 1.20268)  0.069
H (1.60412, 2.47227, 0.14467)  0.167
H (1.53233, 2.21711, -1.69851)  0.135
H (-0.19361, -2.29268, -1.30587)  0.108
H (0.12178, -0.23982, 2.68644)  0.178
H (2.67535, 0.31861, -0.87429)  0.113
H (-0.96985, 1.55606, -1.60964)  0.109
H (1.27031, -2.55856, -0.16805)  0.115
H (2.39399, 0.50277, 1.73312)  0.141

Forces on atoms 1 to 3 (eV/Å):
0.6 2.4 -0.1
1.3 -0.9 -0.6
-1.1 -1.7 0.8

## Properties
- net charge = 0
- energy relative to the best compared isomer or geometry (same formula, charge and spin) (eV) = 2.560
- E_HOMO (eV) = -9.48

C33H53Cl2CsFLiN4O3PS | ωB97M-V/def2-TZVPD

Last column: Löwdin charge in e.
Atoms and positions in Å:
Cs (1.17169, -5.51082, -3.62316)  1.248
Cl (-5.28911, 0.20014, 3.62560)  -0.304
Cl (2.56139, -7.73943, -1.92775)  -0.375
S (1.93076, 1.47210, -3.52059)  0.755
P (-1.08745, -1.26562, -2.90506)  1.052
F (-0.01032, -3.04502, 1.62332)  -0.019
O (0.42792, 2.95518, 1.85848)  -0.120
O (3.81001, 3.53487, -0.77251)  -0.160
O (-2.61055, 1.45785, -3.73606)  -0.233
N (-0.82759, -0.24342, 1.12920)  0.188
N (0.91250, -0.26856, -1.37499)  0.055
N (4.86754, -4.36950, -1.83745)  -0.029
N (-2.84209, 0.37916, -0.93179)  0.080
C (-3.65294, 0.78045, 0.04493)  -0.243
C (1.35637, 0.60054, -2.21715)  -0.620
C (1.52317, 2.83372, 2.77734)  -0.166
C (5.44663, -5.46924, -2.41415)  -0.151
C (5.57363, 3.76698, 2.88334)  -0.091
C (1.35910, 2.24399, 4.21612)  -0.080
C (2.93375, 3.31532, 2.36217)  0.049
C (-4.18542, -0.36266, 1.07344)  -0.178
C (-4.20978, 2.25263, 0.30879)  -0.010
C (-1.45013, 0.92576, -0.83600)  -0.338
C (3.38096, 4.57757, -1.63675)  -0.152
C (0.36007, -2.23744, -3.63309)  -0.401
C (-2.54544, 2.51858, -2.75478)  -0.193
C (-0.57628, -0.32983, -1.29477)  -0.403
C (-3.96181, 1.33803, -4.25344)  -0.243
C (-2.39722, -2.61026, -2.50798)  -0.280
C (4.29369, -6.11348, -0.59127)  -0.251
C (-1.29004, 2.74147, 4.39201)  -0.074
C (-1.43647, 2.32388, -1.61210)  -0.070
C (-0.35712, 0.19781, 4.47612)  -0.083
C (-0.74612, -1.13720, 0.13186)  0.002
C (-4.97854, 0.55693, -3.29246)  -0.096
C (4.15629, -4.76141, -0.72711)  -0.184
C (4.00626, 2.57493, 4.78854)  -0.021
C (-2.32492, -3.12466, 0.85674)  -0.065
C (1.10241, -3.26212, -2.62216)  -0.505
C (5.11279, -6.56450, -1.66038)  -0.209
C (4.13050, 3.20188, 3.36201)  -0.191
C (-0.06722, 1.74930, 4.79241)  -0.343
C (2.57834, 2.09636, 5.19727)  -0.009
C (0.55204, 2.02408, 0.76337)  -0.123
C (-0.80993, -2.68100, 0.46503)  -0.183
C (-0.80529, 1.18387, 0.61971)  -0.109
Li (-4.57593, -3.06337, 0.22310)  0.780
H (1.38558, 1.25125, 0.99082)  0.152
H (5.42098, -7.57977, -1.85471)  0.086
H (2.41522, 4.31561, -2.07747)  0.050
H (-1.37869, 0.12071, 3.93044)  0.061
H (-3.42091, 3.03706, 0.55757)  0.092
H (-1.92336, -3.54725, -2.03006)  0.034
H (6.04780, -5.37513, -3.30620)  0.105
H (2.06814, -3.68647, -3.15249)  -0.055
H (-2.49151, -4.25745, 0.68233)  0.120
H (-2.77198, -2.96456, -3.54509)  0.069
H (3.89526, 2.73598, -1.30878)  0.059
H (-1.67710, 3.13278, -0.81613)  0.136
H (-2.54840, -2.83215, 1.94416)  0.121
H (-1.94071, 2.31324, 3.55150)  0.056
H (-4.44244, 2.33826, -4.52736)  0.130
H (-4.53322, -0.35551, -2.76505)  0.043
H (4.12218, 4.73089, -2.42469)  0.084
H (-0.47488, -0.40516, 5.45357)  0.096
H (5.95348, 4.39163, 3.77375)  0.084
H (-4.93726, 2.23153, 1.20744)  0.091
H (-5.92499, 0.19949, -3.85460)  0.092
H (4.95115, -3.42397, -2.17244)  0.131
H (1.11101, -1.46382, -4.05258)  0.072
H (-4.88531, -1.09493, 0.52020)  0.046
H (-0.43903, 2.64526, -2.06462)  0.091
H (-5.38637, 1.23579, -2.44694)  0.066
H (5.39154, 4.50021, 2.02330)  0.073
H (3.62094, -4.03681, -0.13063)  0.094
H (-1.46474, 1.69408, 1.42679)  0.164
H (1.46373, -2.80737, -1.62761)  0.085
H (-3.29572, -2.20387, -1.93840)  0.008
H (3.27588, 5.49506, -1.05728)  0.087
H (0.88869, 2.57309, -0.17878)  0.129
H (0.03027, 1.84155, 5.94141)  0.129
H (-0.48204, -3.38480, -0.36488)  0.129
H (-4.86303, 0.15946, 1.89292)  -0.201
H (-3.11645, -2.58846, 0.20480)  -0.026
H (-3.91115, 0.73157, -5.23475)  0.131
H (2.45455, 1.63332, 6.24271)  0.104
H (4.91781, 2.47716, 5.48536)  0.106
H (6.29893, 2.92321, 2.61468)  0.085
H (-4.87095, 2.53976, -0.59560)  0.092
H (-1.95920, 2.80006, 5.32967)  0.096
H (-0.84781, 3.76809, 4.13808)  0.090
H (-0.94490, -0.59509, 2.09283)  0.133
H (-3.59907, 2.74650, -2.36138)  0.106
H (3.85674, -6.71598, 0.18849)  0.072
H (0.00779, -2.84590, -4.57504)  0.096
H (3.12160, 3.77141, 1.32009)  0.090
H (0.48613, -0.23995, 3.81749)  0.082
H (0.40330, -4.18761, -2.46803)  -0.157
H (-3.33671, -0.85950, 1.64852)  0.040
H (-2.23083, 3.47368, -3.33523)  0.145

Forces on atoms 1 to 3 (eV/Å):
1.0 -8.8 -4.4
-0.3 0.2 1.0
-1.6 -0.4 -0.7

## Properties
- net charge = +1
- E_HOMO (eV) = -8.74

| no. | E (Eh) |
| --- | --- |
| 1 | -269.44918 |
| 2 | -677.93123 |
| 3 | -1533.88184 |
| 4 | -1066.37643 |
| 5 | -3520.52260 |